{
  "formula": "C4H8BrN2",
  "method": "ωB97M-V/def2-TZVPD",
  "e_above_lowest_ev": 4.1341,
  "charge": 1,
  "orbital_gap_ev": 7.8,
  "spin_multiplicity": 1,
  "lumo_ev": -5.2821,
  "e_tot_ha": -2840.368193,
  "elements": ["C", "C", "C", "C", "N", "N", "Br", "H", "H", "H", "H", "H", "H", "H", "H"],
  "positions_angstrom": [[0.908, -1.650, -0.138], [-0.749, 1.463, -0.298], [-0.080, 0.534, 0.714], [2.572, -0.068, 0.027], [-0.050, -0.898, 0.194], [2.183, -1.335, -0.135], [4.379, 0.252, -0.112], [0.694, -2.657, -0.326], [-1.631, 1.069, -0.745], [-1.219, 2.268, 0.168], [0.976, 0.955, 0.854], [-0.413, 0.503, 1.719], [-0.096, 1.766, -1.019], [-0.952, -1.194, 0.002], [2.990, -2.072, -0.049]],
  "lowdin_charge": [-0.093, -0.040, -0.157, -0.555, 0.151, -0.046, 0.830, 0.160, 0.076, 0.074, 0.091, 0.115, 0.054, 0.146, 0.194]
}